# 1
Molecular formula: C4H6O
Method: DFT, wB97M-V/def2-TZVPD

Geometry (Å):
C 1.111 0.225 -1.191
O 0.944 -0.112 0.174
C -0.238 0.315 0.731
C -1.583 -0.284 -0.191
C -1.665 -0.931 0.879
H 0.322 -0.223 -1.804
H 2.088 -0.164 -1.484
H 1.096 1.315 -1.331
H -0.126 0.171 1.813
H -0.449 1.377 0.575
H -1.779 -1.556 1.744

Calculated values
charge	0
multiplicity	1
LUMO	1.0182	eV
HOMO energy	-10.0	eV
energy above the lowest of the compared OMol25 structures with the same formula, charge and spin	96.8	kcal/mol
E_tot	-6287.721	eV

Formally, the Löwdin partial charges of the atoms, in units of the elementary charge, are as follows: number 1, C, carries -0.103; number 2, O, carries -0.176; number 3, C, carries -0.290; number 4, C, carries -0.031; number 5, C, carries 0.030; number 6, H, carries 0.072; number 7, H, carries 0.090; number 8, H, carries 0.094; number 9, H, carries 0.121; number 10, H, carries 0.118; number 11, H, carries 0.076

---

# 2
Molecular formula: C6H17BF4O5Ti3
Method: DFT, wB97M-V/def2-TZVPD

Geometry (Å):
Ti -2.214 -2.976 -0.963
Ti -2.917 0.122 -2.239
Ti -0.042 -1.267 -3.477
C -3.587 -0.317 1.560
C -4.125 -0.433 0.147
O -4.010 -1.529 -0.351
O -4.623 0.578 -0.438
H -4.013 0.416 2.246
H -2.577 0.004 1.303
H -3.672 -1.248 2.121
B -0.173 -1.313 -0.318
F 0.473 -1.986 -1.361
F 0.759 -0.537 0.308
F -1.144 -0.529 -0.901
F -0.737 -2.228 0.572
C -1.636 2.673 -0.982
O -2.962 2.703 -1.470
H -1.168 3.657 -0.986
H -1.531 2.308 0.040
H -1.022 2.093 -1.671
H -3.597 2.171 -0.986
C 0.799 1.525 2.870
O 0.231 0.207 2.772
H 1.032 1.871 3.877
H 1.805 1.587 2.455
H 0.187 2.339 2.480
H 0.429 -0.008 1.858
C 5.441 -1.000 -0.814
C 3.958 -0.891 -1.085
O 3.377 -2.191 -0.892
H 5.941 -0.050 -1.002
H 5.853 -1.824 -1.397
H 5.586 -1.213 0.245
H 3.812 -0.637 -2.135
H 3.620 -0.102 -0.413
H 2.445 -1.976 -0.971

Calculated values
charge	+1
multiplicity	10
LUMO (alpha / beta)	-4.3932 / -5.0861	eV
HOMO energy (alpha / beta)	-10.0 / -12.5	eV
E_tot	-97618.086	eV

Formally, the Löwdin partial charges of the atoms, in units of the elementary charge, are as follows: number 1, Ti, carries 1.010; number 2, Ti, carries 0.955; number 3, Ti, carries 0.666; number 4, C, carries 0.038; number 5, C, carries -0.767; number 6, O, carries -0.098; number 7, O, carries -0.048; number 8, H, carries 0.099; number 9, H, carries 0.077; number 10, H, carries 0.099; number 11, B, carries -1.410; number 12, F, carries 0.036; number 13, F, carries 0.210; number 14, F, carries 0.024; number 15, F, carries 0.137; number 16, C, carries -0.140; number 17, O, carries -0.120; number 18, H, carries 0.099; number 19, H, carries 0.093; number 20, H, carries 0.055; number 21, H, carries 0.029; number 22, C, carries -0.152; number 23, O, carries -0.111; number 24, H, carries 0.077; number 25, H, carries 0.076; number 26, H, carries 0.067; number 27, H, carries 0.005; number 28, C, carries -0.087; number 29, C, carries -0.324; number 30, O, carries -0.071; number 31, H, carries 0.080; number 32, H, carries 0.081; number 33, H, carries 0.081; number 34, H, carries 0.104; number 35, H, carries 0.110; number 36, H, carries 0.022